Entry 1:
The following is a quantum chemistry calculation of C34H48BBr2CrN7O2 as an isolated structure, from OMol25.

Geometry as XYZ:
```
95
Properties=species:S:1:pos:R:3:forces:R:3
Cr 0.3281 -0.0347 -0.0787 0.067 0.465 0.169
C -4.5152 -1.7181 1.4946 -0.001 -0.018 0.022
C -3.0570 -1.9100 1.2536 -0.013 0.065 0.009
C -2.3070 -3.0671 1.3224 -0.001 0.050 -0.067
C -1.0035 -2.7204 0.9687 0.100 -0.006 0.070
N -0.9656 -1.3865 0.7479 0.070 -0.132 -0.321
N -2.2326 -0.9200 0.8987 -0.078 0.054 0.121
B -2.5520 0.5373 0.5528 -0.026 0.021 -0.058
N -2.2669 0.7864 -0.9480 -0.004 -0.037 0.017
N -0.9999 0.7545 -1.4683 0.089 0.077 -0.002
C -1.0884 1.1656 -2.7480 0.008 -0.165 -0.021
C -2.4306 1.3997 -3.0508 0.012 0.135 0.112
C -3.1396 1.1684 -1.8907 -0.028 -0.043 0.057
C -4.6047 1.3059 -1.6516 -0.002 0.002 -0.042
C 0.0610 1.3781 -3.7158 -0.054 -0.106 -0.073
C 0.7314 0.0455 -4.0700 0.041 -0.005 0.076
C -0.4920 1.9784 -5.0128 0.017 0.012 -0.026
C 1.0741 2.3764 -3.1481 -0.060 -0.036 -0.032
N -1.6431 1.4646 1.3793 -0.022 -0.080 0.009
N -0.3111 1.5386 1.0985 0.032 -0.069 -0.057
C 0.1860 2.5787 1.7930 0.050 -0.056 -0.034
C -0.8400 3.1247 2.5679 -0.031 -0.065 -0.030
C -1.9797 2.4068 2.2699 -0.046 0.025 -0.003
C -3.3703 2.5970 2.7694 0.002 0.017 0.025
C 1.5688 3.1942 1.6872 -0.039 0.013 -0.031
C 2.4423 2.5796 0.5946 0.027 -0.046 0.033
C 1.3605 4.6791 1.3374 -0.004 -0.016 0.016
C 2.2794 3.0998 3.0420 0.022 0.014 -0.002
C 0.1383 -3.7200 0.8654 -0.018 -0.025 -0.006
C 1.0214 -3.6968 2.1262 0.026 0.003 -0.023
C -0.4697 -5.1263 0.7506 0.038 0.004 0.046
C 1.0059 -3.5052 -0.3735 0.013 -0.024 -0.006
H -4.9644 -2.6696 1.7695 -0.005 -0.001 0.002
H -4.6951 -1.0075 2.3001 -0.008 0.018 0.018
H -5.0207 -1.3447 0.6047 -0.008 0.002 -0.022
H -2.6763 -4.0414 1.5768 -0.024 -0.071 0.002
H -3.6943 0.7609 0.7926 -0.016 0.030 -0.001
H -2.8390 1.7402 -3.9826 -0.032 0.018 -0.052
H -5.0984 1.5587 -2.5873 -0.006 0.001 0.006
H -5.0373 0.3798 -1.2752 -0.014 -0.029 0.003
H -4.8207 2.0916 -0.9285 0.003 0.018 0.017
H -0.0004 -0.6357 -4.5104 -0.029 -0.021 -0.036
H 1.5107 0.2171 -4.8136 0.009 0.007 -0.036
H 1.1999 -0.4159 -3.2035 -0.093 -0.010 -0.104
H -1.1872 1.3016 -5.5098 -0.022 -0.025 -0.008
H -0.9966 2.9281 -4.8343 -0.005 0.033 -0.004
H 0.3357 2.1619 -5.6973 0.015 0.003 -0.018
H 1.5599 1.9995 -2.2570 0.060 -0.104 0.136
H 1.8512 2.5682 -3.8888 0.019 0.002 -0.023
H 0.5841 3.3237 -2.9176 0.010 0.026 0.041
H -0.7755 3.9676 3.2311 0.004 0.042 0.036
H -3.3818 3.3885 3.5150 -0.008 0.001 0.005
H -4.0454 2.8769 1.9613 -0.005 0.006 -0.012
H -3.7570 1.6870 3.2266 -0.006 -0.018 0.007
H 1.8625 2.2808 -0.2772 -0.043 0.018 -0.031
H 3.1661 3.3158 0.2452 0.047 -0.002 0.037
H 3.0093 1.7266 0.9599 -0.014 -0.062 -0.011
H 0.8586 4.7842 0.3754 -0.022 0.002 -0.043
H 0.7671 5.1968 2.0884 -0.012 0.014 0.024
H 2.3303 5.1718 1.2742 0.028 0.029 -0.003
H 2.5155 2.0651 3.2962 -0.021 -0.014 0.003
H 3.2153 3.6588 3.0077 0.032 -0.006 -0.007
H 1.6671 3.5169 3.8412 -0.005 0.026 0.017
H 0.4370 -3.5236 3.0302 -0.034 -0.004 0.027
H 1.5184 -4.6614 2.2315 0.036 -0.025 -0.005
H 1.8032 -2.9434 2.0606 -0.042 0.001 0.005
H -0.9662 -5.4296 1.6719 -0.016 -0.020 0.031
H -1.1828 -5.1906 -0.0704 -0.022 0.018 -0.035
H 0.3317 -5.8396 0.5601 0.021 -0.021 0.001
H 1.3736 -2.4870 -0.4586 0.008 0.045 -0.001
H 1.8754 -4.1618 -0.3169 0.030 -0.026 -0.004
H 0.4522 -3.7321 -1.2808 -0.013 -0.001 -0.006
Br 4.3215 -0.6466 -3.0727 0.022 0.004 0.012
C 4.1852 -0.8270 -1.2108 0.065 -0.035 0.013
C 5.3312 -1.1846 -0.4613 -0.053 0.000 0.045
C 5.2808 -1.3046 0.8981 -0.037 -0.012 -0.018
Br 6.8406 -1.7663 1.8492 0.006 0.001 0.010
C 4.0635 -1.0777 1.5969 0.072 0.013 0.005
C 3.8783 -1.0952 2.9962 0.007 -0.008 -0.050
C 2.6490 -0.8048 3.5281 -0.070 0.023 -0.048
C 1.5761 -0.5152 2.6712 0.113 -0.046 0.039
N 1.7218 -0.5051 1.3636 -0.016 0.078 0.007
C 2.9429 -0.7586 0.8185 -0.037 0.041 0.006
C 2.9834 -0.6087 -0.5895 0.050 0.025 -0.007
O 1.8504 -0.2493 -1.1885 -0.101 -0.003 0.102
H 6.2610 -1.3565 -0.9844 0.007 0.005 -0.009
H 4.7158 -1.3281 3.6388 0.029 -0.008 0.019
H 2.4883 -0.8000 4.5959 0.002 -0.007 0.018
H 0.5869 -0.2989 3.0535 -0.034 0.011 0.009
C -2.4769 -2.3400 -2.5753 -0.078 0.049 0.027
O -1.1301 -2.1390 -2.1725 0.118 -0.083 -0.078
H -2.6377 -3.3497 -2.9610 -0.015 0.004 -0.008
H -2.7844 -1.6084 -3.3271 -0.025 -0.009 0.003
H -3.0912 -2.2058 -1.6857 -0.025 -0.011 -0.004
H -0.5703 -2.1683 -2.9554 0.012 0.043 0.004
```
Positions in Å, forces in eV/Å.

The charge is +1. As for the spin multiplicity: 4. The calculation puts the gap between HOMO and LUMO (alpha / beta) at 7.19 / 7.48 eV. Its total energy is -219746.6208 eV. Its highest occupied orbital energy (alpha / beta) is -10.90 / -10.94 eV.

Here are the Mulliken charges for atoms 1 to 5, given in e: atom 1 (Cr): 0.148, atom 2 (C): -1.377, atom 3 (C): 0.316, atom 4 (C): -1.053, atom 5 (C): -1.319



Entry 2:
The following is a quantum chemistry calculation of C56H61As2IrNO5S as an isolated structure, from OMol25.

Geometry as XYZ:
```
127
Properties=species:S:1:pos:R:3:forces:R:3
Ir 0.6041 -0.0658 -1.0482 -0.061 -1.969 -0.924
C -3.4457 -2.1323 4.4092 0.049 0.125 0.078
C -2.8323 -2.3209 3.0383 0.056 -0.207 0.095
C -3.3139 -3.6110 2.3924 0.003 -0.014 -0.194
O -1.4120 -2.3441 3.1658 -0.108 0.166 -0.168
C -0.8441 -1.3991 2.2451 0.212 -0.048 0.100
C -2.0181 -1.0096 1.3572 -0.055 0.125 -0.117
O -3.1389 -1.2095 2.2369 0.117 0.197 -0.022
C -2.0933 0.3967 0.6791 -0.162 -0.049 0.517
O -1.3568 0.4631 -0.4870 0.697 0.004 -0.400
C -1.7346 1.5383 1.6509 0.036 0.026 -0.059
C -1.0949 2.6645 1.1370 -0.049 0.030 -0.013
C -0.8524 3.7779 1.9349 -0.060 -0.018 0.015
C -1.2328 3.7764 3.2709 0.004 -0.049 -0.010
C -1.8537 2.6505 3.7993 0.008 0.005 -0.091
C -2.1165 1.5471 2.9931 -0.001 0.072 -0.019
C -3.5866 0.5751 0.2718 0.077 0.036 -0.142
C -4.2480 -0.4720 -0.3722 -0.022 -0.106 -0.012
C -5.5649 -0.3506 -0.7837 -0.015 0.043 0.019
C -6.2601 0.8377 -0.5745 0.083 -0.020 0.008
C -5.6076 1.8979 0.0338 0.063 -0.041 -0.033
C -4.2835 1.7659 0.4510 -0.008 -0.026 0.007
C 0.3653 -1.9922 1.4871 -0.090 -0.309 -0.299
O 0.9530 -0.9237 0.8085 -0.111 -0.068 -0.478
C -0.1370 -3.2380 0.6806 0.105 0.013 0.224
C -0.1783 -4.4749 1.3365 0.010 0.005 -0.040
C -0.7080 -5.6052 0.7298 0.011 0.026 0.018
C -1.2353 -5.5301 -0.5515 -0.029 0.043 -0.051
C -1.2108 -4.3127 -1.2157 -0.066 -0.032 0.126
C -0.6592 -3.1881 -0.6097 0.002 -0.045 0.127
C 1.4772 -2.4946 2.4261 0.044 0.218 -0.058
C 1.4679 -2.3524 3.8061 -0.058 -0.023 0.026
C 2.5532 -2.7894 4.5688 -0.040 0.022 -0.024
C 3.6577 -3.3577 3.9558 -0.029 0.031 -0.071
C 3.6840 -3.4794 2.5659 -0.021 -0.002 0.012
C 2.6058 -3.0493 1.8118 -0.046 0.050 0.040
H -3.2559 -3.0234 5.0106 -0.067 0.057 0.020
H -4.5211 -1.9678 4.3181 0.050 -0.044 0.032
H -2.9852 -1.2718 4.8992 -0.057 -0.033 -0.032
H -2.8936 -4.4684 2.9218 -0.060 0.035 -0.035
H -2.9886 -3.6588 1.3492 -0.006 -0.038 0.098
H -4.4061 -3.6517 2.4272 0.071 -0.027 -0.016
H -0.4948 -0.5186 2.7885 0.152 -0.046 0.124
H -2.0715 -1.7291 0.5456 -0.116 -0.033 -0.152
H -0.8139 2.6563 0.0901 0.029 0.002 0.087
H -0.3576 4.6492 1.5161 -0.034 -0.073 0.002
H -1.0473 4.6440 3.8952 0.024 -0.046 -0.025
H -2.1545 2.6385 4.8418 -0.002 -0.015 -0.041
H -2.6512 0.6998 3.4027 0.051 0.020 -0.017
H -3.7241 -1.4036 -0.5634 -0.049 0.101 0.014
H -6.0533 -1.1843 -1.2767 0.026 0.021 0.031
H -7.2947 0.9308 -0.8835 0.028 0.008 -0.015
H -6.1263 2.8362 0.1965 0.011 -0.019 -0.009
H -3.7989 2.6100 0.9262 -0.011 -0.039 0.018
H 0.2053 -4.5567 2.3460 -0.016 0.009 -0.045
H -0.7191 -6.5488 1.2643 0.017 0.040 0.012
H -1.6604 -6.4082 -1.0252 0.018 0.032 0.018
H -1.6309 -4.2272 -2.2127 0.076 0.003 0.026
H -0.6420 -2.2586 -1.1559 0.023 0.234 -0.090
H 0.5993 -1.9257 4.2969 0.105 -0.058 -0.009
H 2.5243 -2.6929 5.6492 -0.005 0.023 -0.041
H 4.4945 -3.7057 4.5511 -0.019 0.020 -0.020
H 4.5441 -3.9172 2.0703 -0.040 0.052 0.007
H 2.6252 -3.1276 0.7281 0.044 -0.011 0.077
C -3.4906 4.0794 -2.7566 -0.041 0.042 -0.042
As -2.0519 2.7420 -2.5955 -0.041 0.077 -0.195
C -3.1261 1.1953 -3.1368 -0.002 -0.068 0.045
C -1.2925 2.9278 -4.4130 0.237 -0.126 -0.129
C -1.9838 3.5493 -5.4525 0.056 0.080 0.153
C -1.5467 3.4616 -6.7660 0.049 -0.029 -0.031
C -0.3996 2.7423 -7.0578 0.050 0.059 0.055
C 0.3207 2.1451 -6.0304 0.113 0.112 -0.033
C -0.0907 2.2513 -4.7041 -0.851 -0.497 0.047
As 0.8498 1.2271 -3.3011 0.640 0.469 1.198
C 2.3973 0.6287 -4.3174 -0.068 -0.183 -0.133
C 1.7348 2.7647 -2.4667 0.124 0.084 -0.118
H -4.2569 3.7754 -3.4728 0.043 0.010 0.018
H -3.0739 5.0429 -3.0547 -0.005 -0.015 0.037
H -3.9554 4.1904 -1.7775 0.000 -0.026 0.010
H -3.5614 1.3739 -4.1206 0.006 0.042 -0.011
H -3.9140 1.0248 -2.4060 0.049 0.023 -0.004
H -2.4791 0.3181 -3.1679 -0.015 0.009 0.073
H -2.8953 4.0975 -5.2410 0.017 -0.064 -0.007
H -2.1140 3.9306 -7.5615 0.006 0.011 0.022
H -0.0646 2.6394 -8.0824 0.026 0.008 -0.003
H 1.2206 1.5976 -6.2763 -0.064 -0.037 -0.034
H 2.8141 1.4622 -4.8790 -0.008 0.061 -0.010
H 2.1291 -0.1786 -4.9970 0.026 -0.053 -0.015
H 3.1307 0.2504 -3.6116 -0.072 0.004 0.060
H 2.2407 3.3781 -3.2112 -0.004 0.044 -0.091
H 2.4488 2.3759 -1.7425 -0.019 -0.029 0.003
H 0.9961 3.3620 -1.9377 -0.069 0.006 0.049
C 4.4983 -0.2570 -0.5253 -0.003 -0.113 -0.109
C 4.2807 -1.6166 -1.1299 -0.153 0.177 0.002
C 5.2661 -2.5891 -1.1037 -0.034 -0.002 -0.101
C 5.0941 -3.8256 -1.7162 0.024 -0.073 -0.023
C 3.9081 -4.0688 -2.3983 -0.065 0.139 0.029
C 2.8812 -3.1355 -2.4411 -0.072 0.104 -0.045
C 1.6051 -3.4320 -3.1893 0.203 -0.047 0.101
C 3.0272 -1.8837 -1.7656 -0.087 -0.506 0.497
N 2.0392 -0.9762 -1.7870 -0.851 1.006 -0.118
H 4.8478 0.4531 -1.2863 -0.031 0.000 0.045
H 5.2496 -0.2886 0.2681 -0.028 -0.017 -0.018
H 3.5586 0.1327 -0.1392 0.034 0.063 0.088
H 6.2001 -2.3741 -0.5906 -0.057 0.048 0.002
H 5.8728 -4.5794 -1.6772 -0.028 0.058 -0.010
H 3.7753 -5.0100 -2.9261 -0.038 0.028 0.055
H 1.8155 -4.0113 -4.0929 -0.016 0.024 0.031
H 1.1020 -2.5017 -3.4571 -0.024 -0.012 -0.038
H 0.9150 -4.0094 -2.5709 0.021 0.048 -0.082
C 3.1729 0.6804 2.5850 -0.084 -0.313 0.046
S 1.6913 1.4710 1.9288 0.918 0.734 -0.977
O 1.8810 1.5402 0.4212 -0.176 0.509 1.464
C 2.2749 3.1254 2.4401 -0.263 0.008 0.203
C 2.7385 4.0027 1.4748 -0.050 0.017 -0.173
C 3.1402 5.2853 1.8379 -0.029 -0.087 0.175
C 3.0680 5.6875 3.1671 -0.007 -0.010 -0.144
C 2.5920 4.8052 4.1297 0.016 -0.033 0.054
C 2.1987 3.5252 3.7682 -0.087 -0.095 0.047
H 4.0498 1.1542 2.1458 -0.049 -0.018 -0.014
H 3.1165 -0.3772 2.3245 0.014 0.050 0.010
H 3.1646 0.8082 3.6709 0.002 -0.051 -0.095
H 2.7512 3.6768 0.4397 0.016 -0.011 0.087
H 3.5001 5.9717 1.0806 -0.013 -0.027 0.014
H 3.3701 6.6890 3.4515 -0.013 -0.040 -0.018
H 2.5130 5.1218 5.1640 0.025 -0.032 -0.042
H 1.8033 2.8438 4.5178 0.014 0.072 -0.063
```
Positions in Å, forces in eV/Å.

As for the relative energy (zero: lowest compared OMol25 entry of this formula, charge and spin): 0.967 eV. The charge is -1. As for the spin multiplicity: 1. The calculation puts the gap between HOMO and LUMO (alpha / beta) at 5.78 / 5.90 eV. Its total energy is -206140.3341 eV. Its highest occupied orbital energy (alpha / beta) is -3.42 / -3.54 eV.

Here are the Mulliken charges for atoms 1 to 5, given in e: atom 1 (Ir): 1.156, atom 2 (C): -1.975, atom 3 (C): 1.363, atom 4 (C): -1.503, atom 5 (O): -0.305



Number 1: M 809.421 g/mol. Number 2: M 1202.234 g/mol.